# 1
Computed, not measured: a 2-piece molecular cluster, C2H4ClNO overall in a non-equilibrium geometry, with ωB97M-V with the def2-TZVPD basis set.

Geometry as XYZ:
```
9
C2H4ClNO, DFT ωB97M-V with the def2-TZVPD basis set
H -0.850 -1.289 0.858
C -0.684 -0.946 -0.090
H -0.659 -1.719 -0.819
H 1.508 1.698 -0.078
O 1.627 -0.725 -0.090
Cl -1.928 0.083 -0.127
C 0.638 -0.174 -0.056
N 0.618 1.226 -0.242
H -0.270 1.847 0.646
```

energy above the lowest of the compared OMol25 structures with the same formula, charge and spin	59.38	kcal per mole
F_max	0.1565	hartree/bohr
E_LUMO	0.41	eV
HOMO level	-9.7225	eV
orbital gap	10.14	eV



# 2
Computed, not measured: a 2-piece molecular cluster, C23H32N4OS2 overall in a non-equilibrium geometry, with ωB97M-V with the def2-TZVPD basis set.

Geometry as XYZ:
```
62
C23H32N4OS2, DFT ωB97M-V with the def2-TZVPD basis set
C 2.795 0.885 2.330
C -2.505 -1.636 -0.629
C 2.717 1.421 -0.358
C -0.468 2.176 2.988
H 5.379 1.606 -0.168
H -4.547 -1.008 -0.909
S 0.614 -1.308 -0.705
C -2.341 -4.027 -0.016
H -1.793 -4.956 -0.268
C 6.854 0.294 -1.029
H -2.290 -3.891 1.084
H -1.341 2.413 3.573
C -1.015 4.231 0.113
H -2.296 1.021 0.302
H 2.892 0.468 3.339
S 0.545 -4.157 -0.353
C -0.298 -2.730 -0.603
H -6.447 -2.136 -0.334
H 3.457 2.031 0.158
H 3.592 1.627 2.208
H -3.471 3.757 1.125
H 2.348 0.132 -2.000
C -1.515 2.974 0.810
C -3.813 -4.203 -0.385
C 4.469 0.122 -1.486
H 2.919 0.076 1.605
C 7.115 -0.742 -1.934
C -3.945 -1.909 -1.078
N -1.715 -2.863 -0.691
H -2.015 -0.874 -1.271
H 8.140 -1.106 -2.072
H -2.383 4.065 2.487
O 0.593 1.919 -1.209
H 7.676 0.753 -0.478
N -0.405 2.383 1.620
H 1.016 1.306 4.358
C -5.956 -3.100 -0.502
H -6.226 -3.432 -1.520
C 3.085 0.532 -1.304
C -2.030 1.960 -0.196
H -3.960 -2.140 -2.161
C 1.316 1.808 -0.195
H 6.256 -2.077 -3.403
H -3.895 -4.669 -1.382
H -2.530 -1.267 0.422
C 6.057 -1.293 -2.673
C 0.694 1.632 3.373
H -4.282 -4.898 0.319
H 3.935 -1.241 -3.070
H -1.285 1.758 -0.968
C -2.667 3.322 1.732
H -3.076 2.427 2.220
H -6.381 -3.824 0.202
H -0.234 3.996 -0.612
C 0.826 1.988 1.174
H -0.644 4.953 0.849
N 1.482 1.491 2.257
C 5.552 0.741 -0.812
N -4.527 -2.965 -0.304
H -2.926 2.367 -0.682
H -1.859 4.683 -0.422
C 4.758 -0.860 -2.460
```

energy above the lowest of the compared OMol25 structures with the same formula, charge and spin	1.54	kcal per mole
F_max	0.0759	hartree/bohr
E_LUMO	-1.47	eV
HOMO level	-5.5105	eV
orbital gap	4.04	eV